Entry from the Open Molecules 2025 dataset: a structure of composition C6H12N2O in a non-equilibrium geometry (ωB97M-V/def2-TZVPD).

Results
LUMO level (alpha / beta) (Ha): 0.02036 / 0.02036
Molar mass (u): 128.17
Electronic energy (eV): -11439.986
Gap between HOMO and LUMO (alpha / beta) (eV): 8.827 / 8.828
Multiplicity: 1
E_HOMO (alpha / beta) (eV): -8.27 / -8.27

```
21
Properties=species:S:1:pos:R:3:forces:R:3
C 1.98670 -0.80494 -0.13610 -1.8 -0.3 -1.3
C -0.67549 -1.46158 -1.06609 0.1 -0.2 0.2
C 2.72621 0.44639 -0.46498 -0.3 0.2 0.0
O 0.15091 -0.51081 -0.40001 2.5 -0.3 -0.8
H 2.15884 -1.23687 0.83817 -0.5 0.2 0.1
H 1.97184 -1.54355 -0.93204 0.2 0.0 0.0
H -1.56042 -0.95142 -1.46220 0.2 0.0 0.1
H -0.14815 -1.92036 -1.90551 0.0 0.1 0.1
H -0.99465 -2.24175 -0.36782 0.0 0.0 -0.1
H 2.81943 1.10128 0.39460 0.0 0.0 0.1
H 3.72581 0.18115 -0.82840 -0.1 -0.1 0.1
H 2.23310 0.98855 -1.27238 0.0 0.0 0.0
C -2.06532 1.62854 0.02441 -0.1 0.0 0.0
C -1.67998 0.58916 1.03609 0.0 -0.3 -0.4
N -2.54012 0.10414 1.83151 0.0 0.3 0.1
C -0.24510 0.20256 1.07506 1.2 0.7 2.8
N 0.69695 0.27899 1.81317 -1.4 0.1 -0.7
H -2.11044 -0.52677 2.50946 0.1 -0.1 -0.2
H -3.12062 1.87107 0.13106 0.0 0.0 0.0
H -1.86536 1.27761 -0.98993 0.0 0.0 0.0
H -1.46413 2.52861 0.17190 0.0 0.0 0.0
```
Positions in Å, forces in eV/Å.


Entry from the Open Molecules 2025 dataset: a structure of composition C49H45BrN5O2PSbV in a non-equilibrium geometry (ωB97M-V/def2-TZVPD).

Results
LUMO level (alpha / beta) (Ha): -0.24634 / -0.25106
Molar mass (u): 1019.51
Electronic energy (eV): -174633.927
Gap between HOMO and LUMO (alpha / beta) (eV): 5.825 / 5.779
Multiplicity: 3
E_HOMO (alpha / beta) (eV): -12.53 / -12.61
Total charge: +2

```
105
Properties=species:S:1:pos:R:3:forces:R:3
V -0.25980 -0.23627 0.92527 -2.0 3.2 0.6
C 3.40586 -1.05325 0.75575 -0.1 0.0 0.1
N 2.86801 -0.24031 -0.31792 0.1 0.0 -0.1
C 2.91654 1.20232 -0.21452 -0.1 -0.1 0.1
C 1.94693 1.90222 0.71625 -0.1 -0.1 0.0
N 0.69022 1.63534 1.05060 0.3 0.4 -0.2
C 0.23883 2.76124 1.76552 -0.1 -0.2 0.0
C -1.00209 3.06086 2.32276 0.1 -0.2 0.2
C -1.13303 4.25936 2.99321 0.2 0.1 0.1
C -0.06190 5.15868 3.11421 -0.1 0.0 0.0
C 1.16787 4.88330 2.55288 0.0 0.0 0.0
C 1.28000 3.67357 1.87991 0.2 0.1 0.0
N 2.34341 3.08954 1.21315 0.0 0.1 0.0
C 2.22530 -1.65015 1.51997 0.0 0.4 0.0
N 1.14210 -1.02833 1.51172 1.9 -2.0 0.3
C 0.04212 -3.21272 2.94227 0.0 0.0 0.1
C -0.86776 -4.28860 3.41854 -0.1 0.0 -0.1
C -0.47102 -5.53450 3.69768 0.1 0.0 0.0
C 0.91516 -5.87117 3.53696 -0.1 -0.1 0.0
C 1.83622 -4.98504 3.07561 0.0 0.1 0.0
C 1.44765 -3.67277 2.71582 0.0 -0.2 0.0
N 2.38008 -2.90436 2.15009 0.1 0.0 0.0
H 4.02689 -0.47309 1.44977 0.0 0.0 0.0
H 4.03202 -1.84959 0.34660 0.0 0.0 0.0
H 3.25096 -0.52089 -1.20797 -0.1 0.0 0.0
H 2.69835 1.59204 -1.21215 0.0 0.0 0.0
H 3.91566 1.57079 0.05778 0.0 0.0 0.0
H -1.84536 2.38956 2.23051 0.1 0.0 0.1
H -2.08975 4.51635 3.42772 0.0 0.0 0.0
H -0.20788 6.08846 3.64613 0.0 0.0 0.0
H 1.99511 5.57576 2.62707 0.0 0.0 0.0
H 3.25116 3.50172 1.06696 0.0 0.0 0.0
H -1.90373 -3.99901 3.55232 0.0 0.0 0.0
H -1.16704 -6.27959 4.05443 0.0 0.0 0.0
H 1.23919 -6.87614 3.77892 0.0 0.0 0.0
H 2.86633 -5.29105 2.94160 0.0 0.0 0.0
H 3.29451 -3.33152 2.05358 0.0 0.0 0.0
C -5.86708 4.66733 0.76003 0.0 0.0 0.0
C -4.52159 4.91955 0.98270 0.0 0.0 0.0
C -3.57639 3.93984 0.71266 0.0 0.0 -0.1
C -3.96015 2.69845 0.20161 -0.1 0.1 0.1
C -5.31835 2.45198 -0.00553 0.1 0.0 0.0
C -6.26324 3.43162 0.27218 0.0 0.0 0.0
Sb -2.51414 1.19972 -0.29312 -0.4 0.3 0.0
C -1.57085 2.13548 -1.94834 0.1 0.0 0.0
C -1.13072 3.45075 -1.81356 0.0 0.0 -0.1
C -0.44794 4.07596 -2.84941 0.0 0.0 0.0
C -0.19465 3.38893 -4.02775 0.0 0.0 0.0
C -0.61162 2.07219 -4.16198 0.0 0.0 0.0
C -1.28719 1.44397 -3.12377 0.0 0.0 0.0
C -3.86279 -0.14712 -1.20269 0.0 0.0 -0.1
C -4.35530 0.08191 -2.48568 -0.1 0.0 0.0
C -5.32367 -0.75605 -3.02335 0.0 0.0 0.0
C -5.81599 -1.81907 -2.27981 0.0 0.0 0.0
C -5.34461 -2.04173 -0.99311 0.0 0.0 0.0
C -4.37023 -1.20981 -0.45800 0.0 0.0 0.0
H -6.60429 5.43090 0.96854 0.0 0.0 0.0
H -4.20641 5.88110 1.36653 0.0 0.0 0.0
H -2.53478 4.15961 0.91368 -0.2 0.0 -0.2
H -5.65170 1.49870 -0.39416 0.0 0.0 0.0
H -7.31177 3.22833 0.09964 0.0 0.0 0.0
H -1.32921 4.00998 -0.90820 0.0 0.0 0.0
H -0.12555 5.10333 -2.73964 0.0 0.0 0.0
H 0.32279 3.87955 -4.84136 0.0 0.0 0.0
H -0.41556 1.53292 -5.07962 0.0 0.0 0.0
H -1.58339 0.40896 -3.23783 0.0 0.0 0.0
H -4.00864 0.92775 -3.06497 0.0 0.0 0.0
H -5.70284 -0.56875 -4.01918 0.0 0.0 0.0
H -6.57455 -2.46688 -2.69785 0.0 0.0 0.0
H -5.74159 -2.85908 -0.40513 0.0 0.0 0.0
H -4.01264 -1.39258 0.54860 0.0 0.0 0.0
Br 2.24652 -7.06430 -1.25697 0.0 0.0 0.0
C 1.24547 -5.47462 -1.15362 0.0 0.0 0.0
C 0.05247 -5.46940 -0.44104 0.0 0.1 0.0
C -0.63372 -4.27704 -0.28764 0.0 -0.1 0.0
C -0.13740 -3.10535 -0.85266 -0.1 -0.1 0.0
C 1.01661 -3.13975 -1.62798 0.0 0.0 -0.1
C 1.71619 -4.32697 -1.78090 -0.1 0.0 0.0
C -0.73608 -1.80438 -0.48745 -0.3 -1.0 -1.0
O -0.37344 -0.72761 -1.04683 0.3 -0.5 -0.2
O -1.49844 -1.74383 0.55154 0.3 -0.4 -0.1
H -0.32786 -6.38630 -0.01254 0.0 0.0 0.0
H -1.56644 -4.25373 0.26249 0.0 0.0 0.0
H 1.35788 -2.22603 -2.09696 0.0 0.0 0.0
H 2.61620 -4.36802 -2.37825 0.0 0.0 0.0
C -0.07722 -1.98956 3.92327 0.0 0.0 -0.1
P -0.89883 -0.45245 3.27383 -0.3 0.0 0.7
C -2.66585 -0.75466 3.57724 0.0 -0.1 -0.1
C -0.35945 0.69889 4.56665 0.0 0.0 0.0
C -1.21811 1.17588 5.55044 0.0 0.1 0.0
C -0.74618 2.04549 6.52613 0.0 0.0 0.0
C 0.58197 2.43771 6.52442 0.0 0.0 0.0
C 1.44599 1.96835 5.54059 0.0 0.0 0.0
C 0.97746 1.10483 4.56669 0.0 0.0 -0.1
H 0.91129 -1.68072 4.26384 0.0 0.0 -0.1
H -0.34654 -2.89146 1.96269 0.0 0.0 0.0
H -0.62612 -2.29386 4.81642 0.1 0.0 0.1
H -2.87259 -1.00628 4.61702 0.0 0.0 0.0
H -2.97916 -1.58197 2.93770 0.0 0.0 0.0
H -3.24752 0.12312 3.29111 0.0 0.0 0.0
H -2.26249 0.89528 5.55885 0.0 0.0 0.0
H -1.42024 2.41541 7.28675 0.0 0.0 0.0
H 0.94792 3.10977 7.28877 0.0 0.0 0.0
H 2.48183 2.28079 5.53662 0.0 0.0 0.0
H 1.64688 0.76088 3.78299 0.0 0.0 0.0
```
Positions in Å, forces in eV/Å.


Entry from the Open Molecules 2025 dataset: the ion C4H13N3 with charge +2 in a non-equilibrium geometry (ωB97M-V/def2-TZVPD).

Results
LUMO level (Ha): -0.29742
Molar mass (u): 103.17
Electronic energy (eV): -8810.821
Gap between HOMO and LUMO (eV): 10.785
SMILES: CN/C(C[NH3+])=[NH+]\C
Multiplicity: 1
E_HOMO (eV): -18.88
Total charge: +2

```
20
Properties=species:S:1:pos:R:3:forces:R:3
C -0.93499 1.99889 0.58291 0.5 2.3 0.4
N 0.14623 1.15165 0.07099 0.7 1.2 0.2
C 0.24896 -0.13639 0.13592 -2.1 -2.1 2.2
C -0.99994 -1.11054 0.57401 1.9 1.5 -2.9
N -1.79930 -1.33302 -0.75530 0.4 -0.1 -0.8
N 1.38241 -0.76622 -0.00613 0.4 3.9 0.4
C 2.61875 -0.02067 -0.34476 1.5 -1.5 -1.3
H -1.79049 1.81057 0.02149 -1.6 0.0 -1.2
H -1.22016 1.81124 1.60121 0.4 -0.4 0.7
H -0.73145 3.14883 0.54300 0.1 -2.4 -0.3
H 1.04513 1.59603 -0.11732 -0.4 0.3 0.0
H -0.62117 -2.07407 0.89723 0.1 -0.1 -0.1
H -1.59648 -0.69418 1.35312 -0.7 0.5 0.2
H -1.11187 -1.61508 -1.57623 -1.7 0.7 1.9
H -2.36100 -0.44825 -1.07767 1.0 -2.2 0.7
H -2.41148 -2.18444 -0.60231 0.2 1.3 -0.5
H 1.31476 -1.70354 0.10905 0.7 -3.5 0.3
H 2.86101 0.93799 0.09166 -0.9 0.2 1.2
H 2.35341 0.24025 -1.38531 1.5 -0.3 -0.1
H 3.60765 -0.60906 -0.11558 -2.2 0.6 -1.1
```
Positions in Å, forces in eV/Å.


Entry from the Open Molecules 2025 dataset: a cluster of 7 separate species, C44H81F3O9PS in total in a non-equilibrium geometry (ωB97M-V/def2-TZVPD).

Results
LUMO level (Ha): 0.07734
Molar mass (u): 874.16
Electronic energy (eV): -93628.634
Gap between HOMO and LUMO (eV): 6.229
Multiplicity: 1
E_HOMO (eV): -4.12
Total charge: -1

```
139
Properties=species:S:1:pos:R:3:forces:R:3
C 3.83815 0.88084 0.76957 1.0 0.2 0.5
C 3.87985 1.27563 -0.82057 0.5 1.0 0.9
O 2.57349 1.30256 -1.49512 0.9 -1.6 0.9
C 1.72999 0.15246 -1.13673 0.5 0.0 0.1
C 0.60874 -0.25095 -2.28675 -0.8 0.9 -0.1
C 1.23186 -1.05600 -3.59552 0.6 0.9 -0.7
F 1.68501 0.02684 -4.54605 -1.1 -4.2 2.5
F 0.24396 -1.92635 -4.27638 3.4 2.6 1.9
F 2.42834 -1.87639 -3.28143 -3.4 2.0 -1.2
O -0.10920 0.87033 -2.97883 1.6 -4.2 2.2
P -1.65047 1.23723 -2.18631 -2.4 0.7 -2.8
S -0.52177 2.91838 -1.38666 2.0 2.3 0.2
C -2.06249 2.03963 -3.89648 0.1 0.9 -2.0
C -2.76669 0.92850 -4.92893 0.2 -0.2 0.3
C -3.13814 2.16535 -1.43161 -2.2 0.3 2.0
C -3.76161 1.49788 -0.07038 -2.2 0.9 -0.4
C -4.95274 2.55314 0.44547 0.9 0.9 -0.1
C -4.56101 0.10524 -0.46498 0.7 -0.1 0.0
O -1.34818 0.13397 -0.85836 2.3 -2.2 -0.2
C -0.56904 -1.03211 -1.39233 -0.2 0.3 -1.1
C 0.05471 -2.09765 -0.26728 -0.7 -0.3 -0.4
C -0.99048 -3.28830 0.15440 -2.7 -3.2 0.9
C -0.95384 -4.77635 -0.60797 -2.5 0.8 2.8
C -2.03846 -5.97128 -0.20022 -0.2 4.1 2.0
C -3.16242 -5.67111 0.96175 2.1 2.6 -0.6
C -3.23248 -4.23623 1.77456 3.5 -0.9 -3.9
C -2.12409 -3.08416 1.34302 -0.6 -1.9 -0.9
C -2.19116 -1.65833 2.17825 1.0 -0.4 0.3
H 3.24719 1.64999 1.44938 1.0 -1.7 -1.7
H 3.48130 -0.21368 1.00171 0.6 2.2 -0.6
H 4.96765 0.93417 1.15279 -2.4 -0.1 -0.8
H 4.68922 0.61211 -1.35862 -1.7 0.9 0.8
H 4.30003 2.39191 -0.87372 -1.1 -2.4 0.0
H 2.43135 -0.79664 -0.95989 -1.6 1.9 -0.4
H 1.17799 0.45186 -0.12175 0.9 -0.9 -2.4
H -2.39060 0.10511 -2.74916 0.3 0.2 0.4
H -0.28773 3.73483 -2.52008 -0.3 -1.3 1.1
H -1.03551 2.40444 -4.33731 -2.1 -0.7 0.4
H -2.75951 2.97659 -3.81993 1.2 -1.7 -0.1
H -3.07165 1.39927 -5.95837 0.6 -0.8 1.9
H -2.01707 0.02835 -5.13283 -1.5 2.0 0.5
H -3.74014 0.43609 -4.45166 2.0 1.2 -0.9
H -2.82241 3.27572 -1.14465 -0.8 -2.6 -0.8
H -4.03461 2.27467 -2.19655 1.6 -0.6 1.4
H -3.00468 1.35923 0.81102 -1.3 0.2 -1.9
H -5.29996 2.34869 1.54395 0.5 0.2 -2.4
H -5.86428 2.58682 -0.32458 1.9 -0.4 1.8
H -4.52362 3.66680 0.44293 -0.7 -2.3 0.0
H -4.35973 -0.06827 -1.62408 -0.7 0.2 2.5
H -5.71277 0.20141 -0.21847 2.3 -0.2 -0.6
H -4.13046 -0.82239 0.11789 -0.9 1.7 -1.2
H -1.21629 -1.64441 -2.18637 1.2 1.3 1.9
H 0.96431 -2.63392 -0.81835 -1.9 1.2 1.4
H 0.39608 -1.50825 0.69036 -0.6 -1.3 -1.9
H -0.12209 -4.95935 -1.44220 -2.1 0.4 2.0
H -2.02122 -7.01953 -0.72791 0.0 2.4 1.1
H -3.96719 -6.49163 1.24539 2.0 1.8 -0.8
H -4.03693 -4.02466 2.60948 1.9 -0.5 -2.0
H -2.08176 -0.70954 1.50185 -0.3 -2.0 1.0
H -1.25588 -1.63908 2.91967 -1.9 -0.1 -1.5
H -3.14700 -1.54985 2.85760 1.8 -0.5 -1.6
C 6.77420 2.48405 -4.43220 -0.1 0.1 -0.6
C 7.83257 2.04118 -3.45523 0.2 -0.5 0.2
C 8.04890 3.29314 -2.63338 0.0 0.4 0.2
O 6.80007 3.99821 -2.61255 0.2 -0.2 -0.2
C 5.92630 3.40640 -3.58390 -0.5 0.1 0.3
H 6.20347 1.65901 -4.86586 0.0 0.1 0.1
H 7.23714 3.04877 -5.25019 -0.1 -0.1 0.0
H 7.43799 1.24017 -2.81901 0.1 0.1 -0.1
H 8.74756 1.68014 -3.93164 -0.1 0.0 0.2
H 8.79482 3.94823 -3.09579 0.1 0.0 0.0
H 8.36457 3.07310 -1.60947 -0.1 0.1 0.0
H 5.15398 2.84908 -3.04266 0.0 0.0 -0.2
H 5.44280 4.19143 -4.17181 0.1 0.0 0.2
C 5.01047 -1.15125 5.83522 -0.3 -0.6 0.1
C 6.34769 -0.65060 5.35362 0.6 0.2 0.3
C 5.99479 -0.04395 4.01307 -0.1 0.1 -0.5
O 4.64596 0.43305 4.11430 0.2 -0.3 0.3
C 4.06905 -0.08403 5.32138 -0.3 0.4 -0.1
H 4.95474 -1.28303 6.91874 0.0 0.0 -0.1
H 4.78096 -2.11243 5.36005 0.0 0.1 0.1
H 6.71759 0.12853 6.03053 0.0 -0.1 -0.1
H 7.10957 -1.43090 5.28154 -0.1 0.1 0.0
H 6.02473 -0.79504 3.21662 0.1 0.0 0.0
H 6.65773 0.78181 3.73907 -0.2 0.0 0.0
H 3.98348 0.74496 6.03235 -0.1 -0.1 0.1
H 3.06759 -0.47153 5.11496 0.1 0.1 -0.1
C -0.27663 -7.07851 2.77164 0.3 0.0 -0.5
C -0.69626 -8.01432 3.87568 -0.4 -0.4 0.1
C -0.11995 -7.33797 5.10045 0.2 0.3 0.3
O -0.11679 -5.92853 4.83476 0.0 -0.5 0.0
C -0.39160 -5.72675 3.44156 -0.3 0.5 0.0
H -0.88830 -7.16062 1.86964 0.1 0.1 0.2
H 0.76725 -7.27229 2.49759 -0.1 0.0 0.0
H -1.79024 -8.04077 3.94350 0.1 0.0 0.0
H -0.33689 -9.03816 3.74484 0.0 0.1 0.1
H 0.91598 -7.64744 5.27498 0.0 -0.1 0.0
H -0.70174 -7.54095 6.00421 0.1 0.1 0.0
H -1.40796 -5.32706 3.35618 0.2 0.0 -0.1
H 0.30749 -4.99344 3.03021 -0.1 0.0 0.1
C -9.51214 1.67417 2.95692 -0.5 -0.1 -0.3
C -8.61498 0.97610 3.94613 0.0 -0.1 0.7
C -7.31584 0.87234 3.17729 0.4 -0.1 -0.3
O -7.26288 2.00213 2.29532 -0.7 -0.2 0.5
C -8.55344 2.62773 2.27803 0.2 0.3 -0.3
H -10.36343 2.18168 3.41759 0.1 0.0 -0.1
H -9.89683 0.94974 2.22922 0.0 0.1 0.1
H -8.47595 1.60836 4.83100 0.0 -0.1 0.0
H -8.99450 0.00555 4.27553 0.1 0.1 0.0
H -7.28924 -0.03334 2.56215 0.0 -0.1 0.1
H -6.43976 0.87517 3.83223 0.0 0.0 -0.1
H -8.47480 3.57074 2.82992 -0.1 0.1 0.0
H -8.84184 2.84982 1.24692 0.2 0.1 0.1
C 9.47505 -2.25776 -5.14846 -0.1 0.1 -0.6
C 10.53341 -2.70062 -4.17150 0.2 -0.6 0.3
C 10.74975 -1.44867 -3.34965 0.1 0.4 0.2
O 9.50092 -0.74360 -3.32881 0.2 -0.3 -0.2
C 8.62715 -1.33540 -4.30017 -0.4 0.1 0.3
H 8.90432 -3.08279 -5.58212 0.0 0.1 0.1
H 9.93799 -1.69303 -5.96645 -0.1 -0.1 0.0
H 10.13884 -3.50163 -3.53528 0.1 0.1 -0.1
H 11.44840 -3.06167 -4.64790 -0.1 0.0 0.1
H 11.49567 -0.79358 -3.81206 0.1 -0.1 0.0
H 11.06542 -1.66871 -2.32574 -0.1 0.1 -0.1
H 7.85483 -1.89272 -3.75892 -0.1 0.0 -0.1
H 8.14364 -0.55037 -4.88808 0.0 0.0 0.1
C -7.39617 7.19089 -0.03095 0.3 0.4 -0.5
C -8.55590 7.25073 0.92935 -0.1 0.2 0.6
C -9.42195 6.10543 0.45197 -0.2 -0.3 -0.3
O -8.53977 5.11926 -0.10151 -0.1 0.4 0.1
C -7.23637 5.70119 -0.24197 0.3 -0.4 0.1
H -6.48804 7.66779 0.34635 -0.1 -0.1 -0.1
H -7.67120 7.67485 -0.97566 0.1 0.0 0.1
H -8.20379 7.05318 1.94870 -0.1 0.0 -0.1
H -9.07892 8.21040 0.92818 0.0 -0.1 0.0
H -10.10400 6.42703 -0.34222 -0.1 0.1 0.1
H -10.01121 5.66074 1.25912 0.0 -0.1 -0.1
H -6.58921 5.25945 0.52359 0.1 0.0 -0.1
H -6.82809 5.45802 -1.22679 -0.1 -0.1 0.1
```
Positions in Å, forces in eV/Å.


Entry from the Open Molecules 2025 dataset: a cluster of 2 separate species, C3H6NO3 in total in a non-equilibrium geometry (ωB97M-V/def2-TZVPD).

Results
LUMO level (alpha / beta) (Ha): 0.13726 / 0.13777
Molar mass (u): 104.08
Electronic energy (eV): -10835.611
Gap between HOMO and LUMO (alpha / beta) (eV): 6.423 / 6.439
Multiplicity: 1
E_HOMO (alpha / beta) (eV): -2.69 / -2.69
Total charge: -1

```
13
Properties=species:S:1:pos:R:3:forces:R:3
C 1.50517 -1.84948 0.63140 1.6 2.5 0.3
C -0.40522 -1.75085 -0.56244 -2.8 2.0 -2.3
C 0.03746 1.88392 0.44225 -1.6 0.9 -1.9
N -0.16457 2.27019 -0.80302 1.8 -0.5 0.4
O -1.49502 2.35538 -1.17595 -2.3 -0.1 1.1
O 0.44382 -2.38090 0.18631 -2.9 -1.7 -1.0
O 1.11669 1.63539 0.95716 1.6 -0.6 1.3
H 1.52290 -0.73920 0.40790 1.1 -1.2 0.8
H 2.15686 -2.62145 0.98049 0.8 0.5 0.4
H -1.43938 -2.08895 -0.77807 1.1 -0.9 0.8
H -0.32525 -0.70563 -0.98138 1.0 -1.0 1.1
H -0.93263 1.83762 1.03299 0.0 -0.2 0.2
H -2.02083 2.15395 -0.33763 0.5 0.3 -1.2
```
Positions in Å, forces in eV/Å.


Entry from the Open Molecules 2025 dataset: an isolated molecule of C3H6N4O in a non-equilibrium geometry (ωB97M-V/def2-TZVPD).

Results
LUMO level (Ha): 0.02056
Molar mass (u): 114.11
Electronic energy (eV): -11215.516
Gap between HOMO and LUMO (eV): 7.866
SMILES: [H]/N=c1/[nH]c(N)c(N)o1
Multiplicity: 1
E_HOMO (eV): -7.31

```
14
Properties=species:S:1:pos:R:3:forces:R:3
H 3.36265 0.83618 -0.10260 0.4 0.4 0.0
N 3.05233 -0.11897 -0.06527 -0.6 -0.4 0.0
C 1.78777 -0.09442 -0.03139 0.0 -0.1 0.4
N 0.88372 -1.12623 0.05818 -0.4 1.1 -0.2
C -0.43893 -0.58988 0.02632 0.7 0.6 -0.4
N -1.57267 -1.40671 -0.06399 0.7 -0.1 0.4
C -0.24966 0.73910 0.00613 -2.4 -1.0 0.1
N -1.20692 1.71730 -0.10844 -2.1 0.4 -0.5
O 1.03360 1.11130 -0.00826 1.2 -1.0 0.0
H 1.04157 -2.09591 -0.05667 0.6 -0.6 -0.2
H -2.21370 -1.31474 -0.82089 0.1 0.3 -0.8
H -2.09612 -1.45939 0.77509 -0.4 -0.2 0.9
H -2.19777 1.36260 -0.20089 1.9 0.4 0.2
H -1.18587 2.43977 0.59269 0.2 0.1 0.1
```
Positions in Å, forces in eV/Å.


What is the electronic energy in the fourth record? -93628.634 eV